# 1
Here is a molecular structure, C46H53FN5O2S2SiY from OMol25. Energies are from ωB97M-V/def2-TZVPD.

The HOMO energy is -1.87 eV. The calculation puts the LUMO energy at 4.11 eV. The max |F| comes out at 0.73 eV/Å. The calculation puts the gap between HOMO and LUMO at 5.977 eV. As for the energy relative to the best compared isomer or geometry (same formula, charge and spin): 0.1750 eV.

Geometry as ORCA input:
```
! wB97M-V def2-TZVPD RIJCOSX def2/J DEFGRID3
* xyz -2 1
Y 0.613 -0.894 -0.076
C -2.440 1.657 4.118
C -2.316 1.292 2.629
C -2.105 -0.219 2.530
C -1.354 2.278 1.953
C -1.851 3.576 1.829
C -1.064 4.619 1.380
C 0.250 4.371 1.022
C 0.783 3.091 1.099
C 2.249 2.873 0.775
C 2.660 3.419 -0.589
C 3.139 3.472 1.870
C -0.027 2.031 1.557
N 0.522 0.725 1.683
C 1.021 0.481 2.921
C 1.187 1.369 4.007
C 1.728 0.930 5.210
C 2.116 -0.386 5.413
C 1.939 -1.304 4.373
C 1.408 -0.835 3.208
F 1.156 -1.698 2.153
H -3.218 1.052 4.592
H -2.688 2.710 4.258
H -1.497 1.459 4.634
H -3.290 1.488 2.166
H -1.267 -0.560 3.140
H -1.977 -0.557 1.507
H -3.009 -0.708 2.905
H -2.883 3.764 2.109
H -1.473 5.618 1.295
H 0.874 5.185 0.669
H 2.427 1.799 0.751
H 2.580 4.511 -0.636
H 2.045 2.988 -1.376
H 3.700 3.153 -0.795
H 2.997 4.556 1.937
H 4.190 3.283 1.639
H 2.924 3.039 2.847
H 0.888 2.403 3.894
H 1.848 1.650 6.013
H 2.542 -0.704 6.355
H 2.198 -2.351 4.460
S 3.226 -0.506 -0.591
C 3.188 -0.165 -2.299
C 4.275 0.620 -2.803
N 5.165 1.246 -3.184
C 2.237 -0.613 -3.165
S 0.858 -1.579 -2.744
C 2.365 -0.298 -4.560
N 2.424 -0.081 -5.691
O -3.763 -0.270 -0.330
C -2.882 0.416 -0.806
N -3.123 1.633 -1.449
C -1.924 2.068 -2.149
C -0.904 1.151 -1.431
O 0.336 1.255 -1.463
N -1.522 0.168 -0.783
C -2.003 1.766 -3.651
C -3.132 2.190 -4.352
C -3.240 1.971 -5.714
C -2.211 1.333 -6.399
C -1.081 0.924 -5.712
C -0.977 1.143 -4.342
C -1.640 3.554 -2.004
C -0.416 4.057 -2.439
C -0.160 5.416 -2.392
C -1.136 6.296 -1.939
C -2.360 5.800 -1.518
C -2.606 4.433 -1.538
H -4.010 1.665 -1.926
H -3.924 2.721 -3.834
H -4.124 2.304 -6.246
H -2.292 1.161 -7.465
H -0.261 0.435 -6.223
H -0.096 0.804 -3.819
H 0.335 3.372 -2.811
H 0.805 5.789 -2.712
H -0.940 7.361 -1.910
H -3.126 6.475 -1.155
H -3.547 4.045 -1.170
C 1.962 -4.589 -1.342
Si 0.800 -3.965 0.052
C 1.576 -4.888 1.625
C 2.965 -4.260 1.826
C 0.763 -4.707 2.912
C 1.796 -6.395 1.458
C -0.911 -4.810 -0.430
C -1.915 -4.764 0.722
C -1.486 -3.953 -1.567
C -0.817 -6.247 -0.947
H 2.176 -5.661 -1.286
H 2.907 -4.039 -1.324
H 1.517 -4.379 -2.317
H 2.921 -3.182 1.979
H 3.610 -4.435 0.961
H 3.457 -4.706 2.704
H 0.437 -3.680 3.069
H 1.365 -5.008 3.784
H -0.129 -5.335 2.912
H 2.376 -6.636 0.565
H 0.853 -6.940 1.403
H 2.349 -6.792 2.323
H -1.977 -3.765 1.165
H -1.660 -5.467 1.518
H -2.922 -5.025 0.364
H -1.674 -2.922 -1.249
H -2.449 -4.363 -1.903
H -0.820 -3.912 -2.433
H -0.510 -6.947 -0.169
H -0.104 -6.332 -1.771
H -1.796 -6.586 -1.321
*
```

Mulliken atomic charge list, values in e, 4 entries: -1.59 -1.59 0.54 -1.45



# 2
Here is 2 unconnected molecules or ions with the total composition C46H53N4 in a non-equilibrium geometry from OMol25. Energies are from ωB97M-V/def2-TZVPD.

The HOMO energy is -7.95 eV. The calculation puts the LUMO energy at -4.12 eV. The max |F| comes out at 6.24 eV/Å. The calculation puts the gap between HOMO and LUMO at 3.827 eV. As for the energy relative to the best compared isomer or geometry (same formula, charge and spin): 0.0000 eV.

Geometry as ORCA input:
```
! wB97M-V def2-TZVPD RIJCOSX def2/J DEFGRID3
* xyz 1 1
C 7.664 1.554 -0.126
C 6.180 1.768 -0.052
C 5.333 1.181 -0.995
C 3.951 1.410 -0.968
C 3.091 0.937 -2.093
C 3.423 2.219 0.051
N 2.082 2.695 -0.069
C 0.926 2.004 -0.097
N -0.077 2.913 -0.230
C -1.445 2.663 -0.033
C -1.821 1.888 1.123
C -0.911 1.499 2.102
C -3.211 1.563 1.253
C -4.147 1.997 0.323
C -5.596 1.617 0.464
C -3.735 2.810 -0.742
C -2.392 3.172 -0.924
C -2.051 4.075 -2.071
C 0.495 4.186 -0.474
C 1.813 4.053 -0.380
C 4.256 2.848 0.987
C 3.720 3.806 2.001
C 5.629 2.592 0.933
H 8.157 2.072 0.699
H 7.918 0.489 -0.072
H 8.073 1.940 -1.068
H 5.750 0.565 -1.798
H 2.082 0.692 -1.754
H 2.990 1.689 -2.890
H 3.521 0.031 -2.539
H -1.266 0.833 2.888
H 0.758 0.999 0.359
H 0.048 1.998 2.238
H -3.533 1.004 2.138
H -6.208 2.186 -0.242
H -5.755 0.548 0.265
H -5.959 1.818 1.480
H -4.478 3.188 -1.447
H -2.895 4.074 -2.773
H -1.919 5.119 -1.750
H -1.158 3.765 -2.628
H -0.107 5.063 -0.622
H 2.600 4.782 -0.452
H 4.518 4.029 2.718
H 3.416 4.763 1.558
H 2.872 3.404 2.569
H 6.287 3.076 1.658
C 1.008 -2.180 5.967
C -0.381 -2.788 5.983
N -1.197 -2.335 4.879
C -2.614 -2.564 5.077
C -3.470 -1.838 4.055
C -2.987 -2.160 2.643
C -1.516 -1.952 2.508
C -0.665 -2.109 3.641
C 0.741 -1.967 3.477
C 1.240 -1.472 2.283
C 0.396 -1.198 1.186
C 0.934 -0.477 0.007
C 0.328 -0.890 -1.290
C 1.008 -1.775 -2.152
C 0.427 -2.247 -3.317
C -0.901 -1.857 -3.642
N -1.500 -2.341 -4.772
C -0.725 -3.004 -5.798
C 0.334 -3.917 -5.205
C 1.202 -3.169 -4.197
C -2.748 -1.774 -5.248
C -3.688 -1.465 -4.098
C -3.009 -0.568 -3.059
C -1.599 -0.962 -2.779
C -0.949 -0.452 -1.657
C -0.960 -1.578 1.292
C 1.664 -2.319 4.594
H 0.945 -1.118 6.232
H 1.619 -2.676 6.726
H -0.306 -3.891 5.961
H -0.905 -2.519 6.908
H -2.822 -3.648 5.029
H -2.862 -2.235 6.094
H -4.512 -2.146 4.188
H -3.420 -0.755 4.229
H -3.235 -3.209 2.408
H -3.522 -1.539 1.916
H 2.314 -1.281 2.192
H 2.026 -0.570 -0.009
H 2.009 -2.126 -1.877
H -1.424 -3.577 -6.421
H -0.242 -2.251 -6.448
H -0.149 -4.766 -4.708
H 0.955 -4.313 -6.013
H 1.973 -2.595 -4.737
H 1.741 -3.892 -3.574
H -2.547 -0.854 -5.827
H -3.195 -2.503 -5.936
H -4.584 -0.978 -4.492
H -4.001 -2.403 -3.624
H -3.033 0.478 -3.406
H -3.590 -0.584 -2.126
H -1.445 0.298 -1.023
H -1.613 -1.528 0.420
H 2.552 -1.680 4.545
H 2.015 -3.357 4.473
*
```

Mulliken atomic charge list, values in e, 4 entries: -1.49 0.61 -1.10 1.39